{
  "formula": "CH10O6",
  "method": "wB97M-V/def2-TZVPD",
  "homo_lumo_gap_ev": [12.0205, 5.0037],
  "e_homo_ev": [-15.351, -15.329],
  "e_above_lowest_kcal_mol": 17.5,
  "e_tot_ev": -13474.0350,
  "multiplicity": 2,
  "lumo_energy_ev": [-3.33, -10.33],
  "total_charge": 1,
  "symbols": ["O", "O", "O", "O", "O", "O", "C", "H", "H", "H", "H", "H", "H", "H", "H", "H", "H"],
  "xyz": [[1.023, -2.098, 0.852], [2.963, -0.445, 0.243], [-1.888, 0.064, 0.480], [-0.850, -1.388, -0.874], [0.822, 1.147, 0.556], [-1.685, 2.398, -0.857], [-1.793, -0.679, -0.634], [-2.640, -0.634, -1.306], [0.105, 0.432, 0.675], [0.222, -2.084, 0.309], [1.763, 0.971, 0.906], [1.137, -2.834, 1.456], [-1.991, 3.195, -1.281], [3.280, -0.538, -0.650], [-0.786, 2.591, -0.564], [2.240, -1.141, 0.360], [-1.922, 1.045, 0.329]]
}

---

{
  "formula": "C3H10N",
  "method": "wB97M-V/def2-TZVPD",
  "homo_lumo_gap_ev": 10.2108,
  "e_homo_ev": -16.040,
  "e_above_lowest_kcal_mol": 59.1,
  "e_tot_ev": -4754.3024,
  "lumo_energy_ev": -5.83,
  "total_charge": 1,
  "symbols": ["N", "C", "C", "C", "H", "H", "H", "H", "H", "H", "H", "H", "H", "H"],
  "xyz": [[0.646, 0.647, 1.312], [-0.630, -1.113, -2.937], [-0.186, 1.604, 1.403], [0.334, -0.725, 0.794], [-0.850, -1.964, -2.134], [-0.120, 2.526, 1.954], [-1.144, 1.359, 0.804], [0.095, -1.473, -3.733], [1.270, -1.259, 0.780], [-0.007, -0.497, -0.096], [-0.226, -0.288, -2.431], [1.273, 0.656, 2.127], [-1.504, -0.806, -3.367], [-0.415, -1.370, 1.349]]
}

---

{
  "formula": "C3H5FO",
  "method": "wB97M-V/def2-TZVPD",
  "homo_lumo_gap_ev": 9.5777,
  "e_homo_ev": -9.229,
  "e_above_lowest_kcal_mol": 94.6,
  "e_tot_ev": -7952.4050,
  "lumo_energy_ev": 0.35,
  "symbols": ["F", "O", "C", "C", "C", "H", "H", "H", "H", "H"],
  "xyz": [[-0.205, 1.757, -0.086], [2.052, 0.271, -0.413], [-1.653, -0.143, -0.279], [0.809, -0.376, 0.112], [-0.347, 0.490, -0.288], [2.127, 1.231, 0.366], [0.796, -0.559, 1.359], [-1.501, -1.350, -0.162], [-2.706, 0.140, 0.004], [0.629, -1.461, -0.613]]
}

---

{
  "formula": "C34H50F18O32S5",
  "method": "wB97M-V/def2-TZVPD",
  "homo_lumo_gap_ev": 11.1305,
  "e_homo_ev": -11.155,
  "e_above_lowest_kcal_mol": 0.0,
  "e_tot_ev": -204670.7199,
  "lumo_energy_ev": -0.02,
  "symbols": ["S", "S", "S", "S", "S", "F", "F", "F", "F", "F", "F", "F", "F", "F", "F", "F", "F", "F", "F", "F", "F", "F", "F", "O", "O", "O", "O", "O", "O", "O", "O", "O", "O", "O", "O", "O", "O", "O", "O", "O", "O", "O", "O", "O", "O", "O", "O", "O", "O", "O", "O", "O", "O", "O", "O", "C", "C", "C", "C", "C", "C", "C", "C", "C", "C", "C", "C", "C", "C", "C", "C", "C", "C", "C", "C", "C", "C", "C", "C", "C", "C", "C", "C", "C", "C", "C", "C", "C", "C", "H", "H", "H", "H", "H", "H", "H", "H", "H", "H", "H", "H", "H", "H", "H", "H", "H", "H", "H", "H", "H", "H", "H", "H", "H", "H", "H", "H", "H", "H", "H", "H", "H", "H", "H", "H", "H", "H", "H", "H", "H", "H", "H", "H", "H", "H", "H", "H", "H", "H"],
  "xyz": [[-0.821, -4.015, -2.771], [-4.906, -3.420, 0.114], [0.249, 0.656, 0.896], [0.831, 5.661, -0.977], [-3.199, -0.382, 5.240], [6.517, 1.030, -7.703], [8.312, 3.147, 2.800], [9.077, 3.060, 0.769], [6.837, 2.767, -6.734], [-2.742, 2.243, -5.708], [-5.439, 3.987, -3.345], [-1.629, -9.125, 3.224], [2.576, 0.497, 7.252], [-4.356, 1.435, -4.562], [-3.229, 4.036, -3.150], [4.988, 1.736, -6.345], [-1.407, -9.226, 0.967], [1.184, -0.677, 6.210], [9.334, 1.459, 2.143], [-4.511, 5.576, -2.121], [2.566, 0.664, 5.132], [-4.084, 0.604, -6.504], [0.240, -8.619, 2.359], [-0.348, -0.256, 2.104], [0.525, 2.323, 5.185], [-5.123, -1.802, -0.235], [-1.348, -3.199, -4.058], [-0.230, 4.724, -1.345], [-6.197, -4.119, 0.390], [-1.251, 0.425, -4.582], [0.142, -3.118, -2.035], [-0.464, 1.971, 0.869], [0.146, -5.031, -3.682], [-4.421, 3.920, -0.008], [-3.768, -3.542, 1.068], [-2.979, -1.043, -4.400], [-2.773, -6.736, 1.985], [-1.669, -1.051, 5.335], [-0.599, -6.289, 1.696], [-1.834, -4.772, -2.098], [-3.433, 0.367, 6.437], [1.736, 0.718, 0.739], [-3.794, -1.892, 5.475], [7.071, 1.191, 0.425], [-4.571, 2.068, -1.371], [8.034, 0.780, -4.966], [-0.413, -0.433, -0.190], [0.259, 2.019, 7.394], [-4.513, -3.779, -1.449], [6.163, 2.044, 2.359], [5.839, 0.471, -4.385], [2.377, 5.050, -1.060], [-3.561, 0.307, 3.982], [0.731, 6.524, 0.202], [1.041, 6.537, -2.359], [0.919, 0.461, -3.598], [-1.596, -0.739, 1.743], [2.374, 6.337, -2.893], [-5.210, -1.593, -1.621], [-4.469, 3.309, -1.245], [-4.416, 4.297, -2.505], [-2.518, 0.035, -4.778], [-1.519, -4.062, -5.095], [0.627, -4.311, 1.405], [-2.931, -2.704, 6.231], [-1.660, -1.994, 6.434], [4.870, -0.366, -2.318], [-0.561, 3.654, 3.581], [0.736, 1.681, 6.314], [-0.738, -4.872, 1.714], [-1.120, -8.550, 2.111], [7.164, 1.855, 1.423], [8.523, 2.392, 1.773], [-0.361, -5.045, -5.053], [-0.514, 3.355, 5.078], [-0.395, -0.335, -3.793], [-1.608, -7.127, 2.003], [-4.346, 3.049, 1.135], [-1.522, -1.151, 0.302], [1.784, 0.523, 6.218], [3.826, 2.247, 3.051], [-4.255, -2.628, -2.265], [4.809, 1.553, 2.156], [6.816, 0.855, -5.256], [3.305, 5.568, -1.995], [6.153, 0.089, -3.053], [-5.760, 2.581, 1.641], [-3.403, 1.109, -5.477], [6.310, 1.624, -6.543], [2.311, 5.953, -3.910], [-3.311, -2.993, 7.211], [2.760, 7.357, -2.881], [-3.630, 2.229, 1.086], [-0.691, -6.071, -5.216], [4.036, 2.287, 4.120], [1.184, 0.951, -4.535], [0.371, -4.661, -5.764], [-0.560, 2.725, 3.011], [-1.858, -1.651, 2.278], [-1.477, 2.939, 5.374], [-1.030, -4.576, 2.721], [4.039, 0.334, -2.415], [-6.227, -1.735, -1.985], [2.926, 1.632, 3.059], [1.410, -4.769, 2.009], [3.988, 6.147, -1.372], [-5.708, 2.195, 2.659], [-0.320, 4.273, 5.634], [-4.436, -2.749, -3.333], [0.662, -3.269, 1.723], [-0.218, -1.229, -4.391], [1.729, -0.175, -3.240], [-4.951, -0.598, -1.981], [3.602, 3.256, 2.706], [-1.458, 4.216, 3.321], [6.981, -0.618, -3.095], [-3.246, -2.247, -2.107], [0.829, 1.300, -2.908], [4.539, -1.353, -2.640], [4.553, 1.667, 1.102], [6.715, 0.889, -2.571], [0.817, -4.400, 0.335], [-1.668, -3.611, -6.076], [-1.533, -2.237, 0.214], [-2.320, 0.071, 1.833], [-1.625, -1.378, 7.332], [-6.347, 3.485, 1.806], [-2.980, -3.673, 5.735], [-2.355, -0.887, -0.350], [0.274, 4.241, 3.198], [-1.545, -4.541, 1.061], [-6.245, 1.864, 0.979], [-3.974, 3.648, 1.967], [-0.829, -0.564, -2.820], [3.833, 4.750, -2.485], [5.084, -0.380, -1.250], [-2.497, -4.520, -4.943], [-0.778, -2.561, 6.134], [4.695, 0.472, 2.234]]
}

---

{
  "formula": "C2H5ClN2OS",
  "method": "wB97M-V/def2-TZVPD",
  "homo_lumo_gap_ev": 10.4210,
  "e_homo_ev": -9.921,
  "e_above_lowest_kcal_mol": 38.8,
  "e_tot_ev": -30538.3482,
  "lumo_energy_ev": 0.50,
  "symbols": ["Cl", "S", "O", "N", "N", "C", "C", "H", "H", "H", "H", "H"],
  "xyz": [[-2.426, -0.165, -0.329], [1.308, -1.780, 0.186], [1.824, 2.001, -0.281], [0.639, 1.785, 0.338], [0.763, -0.366, -0.646], [0.117, 0.613, 0.174], [-1.172, 0.319, 0.859], [-1.066, -0.518, 1.589], [0.184, -0.634, -1.439], [2.613, -1.519, 0.075], [2.019, 1.193, -0.811], [-1.509, 1.227, 1.399]]
}

---

{
  "formula": "C21H26N4O3",
  "method": "wB97M-V/def2-TZVPD",
  "homo_lumo_gap_ev": 8.0313,
  "e_homo_ev": -7.870,
  "e_above_lowest_kcal_mol": 16.7,
  "e_tot_ev": -34303.5097,
  "lumo_energy_ev": 0.16,
  "symbols": ["O", "O", "O", "N", "N", "N", "N", "C", "C", "C", "C", "C", "C", "C", "C", "C", "C", "C", "C", "C", "C", "C", "C", "C", "C", "C", "C", "C", "H", "H", "H", "H", "H", "H", "H", "H", "H", "H", "H", "H", "H", "H", "H", "H", "H", "H", "H", "H", "H", "H", "H", "H", "H", "H"],
  "xyz": [[1.639, -2.478, 1.370], [5.652, -1.377, -0.339], [2.495, -0.390, 1.224], [0.539, 1.798, 0.686], [-2.331, 1.798, 0.658], [-1.085, -2.665, 1.560], [-2.078, -0.528, 1.117], [-0.181, 2.920, 0.455], [-4.078, -3.527, -0.559], [-4.053, -1.015, -0.270], [-3.773, -2.038, -2.540], [-2.289, 4.137, 0.202], [-1.588, 5.289, -0.026], [4.192, 0.357, -0.998], [-1.003, -1.356, 1.276], [0.507, 4.126, 0.212], [-3.482, -0.862, 1.143], [0.195, -0.638, 1.172], [6.466, -0.245, -0.620], [-0.165, 0.716, 0.908], [-1.609, 2.931, 0.446], [-0.184, 5.283, -0.021], [1.488, -1.268, 1.263], [-1.609, 0.741, 0.881], [3.817, -0.895, 1.174], [5.548, 0.980, -0.674], [-3.485, -2.207, -1.050], [4.291, -0.997, -0.290], [-2.112, 6.215, -0.212], [3.349, 0.938, -0.629], [-3.621, -1.767, 1.737], [4.440, -0.188, 1.724], [-5.142, -3.564, -0.782], [-4.845, -1.969, -2.714], [-3.304, -1.134, -2.921], [5.873, 1.698, -1.423], [-3.598, -4.368, -1.054], [-5.138, -1.113, -0.198], [4.087, 0.209, -2.074], [-3.368, 4.119, 0.203], [-3.960, -3.654, 0.516], [0.349, 6.205, -0.204], [3.704, -1.777, -0.789], [-2.397, -2.228, -0.918], [7.236, -0.162, 0.153], [3.866, -1.881, 1.645], [6.960, -0.414, -1.585], [1.585, 4.099, 0.223], [-0.179, -3.128, 1.551], [-3.388, -2.886, -3.101], [-1.919, -3.190, 1.366], [-3.835, -0.092, -0.810], [-3.994, -0.034, 1.640], [5.515, 1.478, 0.295]]
}